Entry 1:
# C59H51Cl2GeN3O6Ta

A molecular structure, C59H51Cl2GeN3O6Ta (the ωB97M-V functional and the def2-TZVPD basis, the OMol25 dataset).

Its highest occupied orbital energy is -10.881 eV. The charge is +1. The value obtained for the orbital gap is 7.085 eV. The calculation puts the relative energy (zero: lowest compared OMol25 entry of this formula, charge and spin) at 9.1 kcal per mole.

Structure (XYZ):
```
123
Properties=species:S:1:pos:R:3:forces:R:3
Ta 0.345939 0.355298 -0.123978 -0.15 -0.20 0.32
O -1.086357 -1.123778 1.478090 0.22 -0.01 0.06
C -1.210719 -2.512180 1.179690 -0.03 -0.07 -0.07
C -0.367011 -2.661971 -0.098605 -0.15 0.04 -0.08
O -0.043050 -3.688054 -0.610287 -0.08 -0.03 0.07
O -0.022639 -1.463222 -0.596749 0.29 -0.29 -0.37
C -0.616992 -3.384095 2.283329 -0.04 0.09 0.00
C -0.632549 -4.770554 2.137958 -0.03 -0.01 0.02
C -0.073255 -5.577827 3.113260 -0.01 0.01 -0.01
C 0.498960 -5.011809 4.247685 -0.01 0.01 0.00
C 0.498093 -3.636289 4.402247 0.00 -0.02 0.02
C -0.059047 -2.820068 3.423372 0.03 0.01 -0.02
C -2.677426 -2.827769 0.906500 0.00 0.03 0.05
C -3.555832 -2.726712 1.983046 -0.05 -0.13 0.02
C -4.916966 -2.894194 1.797227 0.05 -0.21 0.01
C -5.412479 -3.181991 0.530817 0.04 -0.11 0.04
C -4.540616 -3.297185 -0.539378 -0.02 0.01 -0.02
C -3.174092 -3.116831 -0.356324 0.01 0.06 -0.03
H -1.562558 -0.872034 2.282201 0.12 0.00 0.04
H -1.079817 -5.214037 1.258046 0.00 0.01 0.01
H -0.087251 -6.652864 2.991462 0.00 0.01 0.00
H 0.932878 -5.645831 5.009952 0.00 0.01 0.00
H 0.927162 -3.185196 5.287759 -0.01 0.01 0.01
H -0.039384 -1.745263 3.564716 -0.02 0.01 0.00
H -3.170222 -2.527126 2.977727 0.01 0.00 0.00
H -5.591169 -2.808792 2.639741 0.00 0.02 -0.01
H -6.475253 -3.321502 0.383130 0.00 0.00 0.00
H -4.919809 -3.527304 -1.526499 0.00 0.00 0.00
H -2.511410 -3.210499 -1.207868 0.01 0.00 0.00
C -3.557311 3.432265 -1.329908 0.04 0.06 -0.04
C -2.273690 3.110749 -2.095650 0.02 0.04 -0.02
C -2.367027 1.792529 -2.826427 -0.10 -0.02 0.07
C -3.495222 1.536205 -3.602958 -0.02 0.00 0.11
C -3.644874 0.347338 -4.290743 0.02 -0.05 -0.03
C -2.631417 -0.593744 -4.261726 -0.05 -0.02 -0.02
C -1.459848 -0.362830 -3.551613 0.06 0.06 -0.03
C -0.310756 -1.324041 -3.759858 -0.07 -0.06 0.07
C 0.299340 -1.168185 -5.154396 0.03 0.01 -0.02
C -1.366493 0.818491 -2.799109 0.12 0.06 -0.05
N -0.108456 1.041564 -2.094160 -0.09 0.03 -0.28
C 0.896098 1.444547 -2.848924 0.02 0.01 0.06
C 2.179129 1.180241 -2.395031 -0.01 -0.24 -0.09
C 3.469815 1.357337 -2.904253 0.00 0.07 0.04
C 4.316594 0.663881 -2.051236 0.02 0.01 -0.01
C 3.512413 0.084908 -1.063556 0.00 0.03 0.04
N 2.216736 0.373615 -1.264830 0.08 0.12 -0.11
H -3.464201 4.371050 -0.782943 0.02 -0.02 0.02
H -3.798110 2.633646 -0.630648 -0.02 -0.06 0.07
H -4.405276 3.534702 -2.005411 0.00 0.06 0.03
H -1.415676 3.105553 -1.423901 -0.06 0.01 0.00
H -2.093568 3.905259 -2.826252 0.04 -0.02 -0.03
H -4.272790 2.286228 -3.662088 0.01 -0.03 -0.02
H -4.538875 0.167840 -4.873878 0.01 -0.01 0.01
H -2.722656 -1.508990 -4.835429 0.00 0.01 0.00
H -0.678112 -2.345664 -3.635119 0.00 0.00 -0.01
H 0.468683 -1.192664 -3.016721 0.04 -0.01 0.10
H -0.448831 -1.308997 -5.934754 0.00 0.00 0.01
H 1.095471 -1.896543 -5.309590 0.00 0.00 0.00
H 0.727054 -0.171199 -5.287198 -0.01 -0.02 -0.01
H 0.690161 1.897195 -3.813994 0.01 0.00 0.00
H 3.736600 1.920458 -3.784555 -0.01 -0.01 0.01
H 5.385732 0.559683 -2.133472 -0.01 0.00 0.00
H 3.837344 -0.541364 -0.247553 0.00 0.00 0.00
Cl 2.256336 4.459143 1.956689 -0.01 0.03 -0.01
C 2.699581 2.848879 2.349409 0.01 0.01 0.02
C 3.646059 2.605457 3.368651 0.01 0.04 0.00
C 4.012650 1.333919 3.697804 0.02 -0.02 0.03
Cl 5.182880 1.070922 4.940609 0.00 0.00 0.00
C 3.445267 0.216323 3.030023 -0.02 -0.02 -0.03
C 3.771877 -1.136437 3.251222 0.00 -0.01 0.00
C 3.162451 -2.107014 2.501317 0.03 -0.01 0.04
C 2.204722 -1.747862 1.546378 -0.04 0.04 -0.02
N 1.850964 -0.491294 1.331724 0.12 -0.15 0.02
C 2.488590 0.487638 2.042400 -0.01 0.05 0.01
C 2.129238 1.801574 1.680940 -0.01 -0.10 -0.02
O 1.231309 1.890976 0.702961 -0.06 0.16 0.12
H 4.084086 3.447785 3.885486 0.00 0.00 0.00
H 4.508299 -1.391989 4.001212 0.00 0.00 0.00
H 3.391082 -3.154277 2.636552 0.00 0.01 0.00
H 1.743056 -2.517017 0.944255 -0.02 0.02 -0.02
O -0.714807 1.196896 2.394548 0.05 0.06 0.05
C -1.329136 1.795878 1.530624 -0.07 0.05 -0.05
O -1.325812 1.344617 0.264282 -0.09 0.28 0.11
C -2.067204 3.068474 1.769861 -0.18 -0.04 -0.05
C -2.117928 3.478298 3.232170 -0.03 0.09 0.07
Ge -3.236009 2.302339 4.353202 0.04 -0.07 -0.03
C -2.302906 0.778587 5.151690 0.02 0.05 0.03
C -2.796364 -0.522719 5.069324 0.00 -0.02 0.06
C -2.218598 -1.553331 5.806268 -0.06 0.00 -0.02
C -1.138359 -1.294765 6.635028 0.04 0.01 -0.06
C -0.621438 -0.006707 6.710580 0.00 -0.01 0.01
C -1.203299 1.017432 5.977676 0.01 0.00 -0.03
C -4.661602 1.611857 3.210747 0.02 -0.04 0.00
C -5.967086 2.087676 3.318264 -0.03 -0.01 -0.01
C -6.966432 1.622204 2.471817 0.01 -0.01 0.01
C -6.673640 0.672350 1.503221 0.04 0.01 0.02
C -5.378512 0.184224 1.382875 -0.01 0.13 -0.11
C -4.385993 0.652876 2.231475 -0.03 0.03 0.02
C -3.949073 3.344441 5.835645 -0.04 0.01 -0.02
C -4.634413 2.686933 6.858806 0.00 -0.02 0.00
C -5.162370 3.391208 7.930440 0.01 0.01 -0.01
C -5.005085 4.769479 7.998957 0.00 -0.01 -0.01
C -4.320354 5.436809 6.994643 0.00 0.00 0.00
C -3.798267 4.727408 5.919861 -0.03 -0.01 0.01
H -3.075283 2.931097 1.374846 -0.01 0.02 -0.06
H -1.606846 3.827550 1.128461 0.09 0.00 0.03
H -2.592428 4.460805 3.279994 0.05 0.01 0.01
H -1.119865 3.581497 3.662028 0.01 -0.04 -0.05
H -3.671150 -0.734228 4.462243 0.00 0.04 0.01
H -2.631785 -2.553918 5.754255 0.01 0.00 -0.02
H -0.707732 -2.091641 7.227794 0.01 0.00 0.01
H 0.216637 0.205117 7.363487 -0.01 -0.01 -0.01
H -0.809558 2.024282 6.076416 0.00 -0.01 0.00
H -6.211553 2.826920 4.073337 0.01 -0.01 0.00
H -7.975618 2.001089 2.571268 0.00 0.00 0.00
H -7.453174 0.310529 0.845054 0.00 0.00 -0.01
H -5.142143 -0.561678 0.633169 0.00 0.14 0.03
H -3.380780 0.249333 2.125123 -0.11 0.06 0.00
H -4.754264 1.608587 6.824514 0.00 0.01 0.00
H -5.693603 2.866107 8.713981 0.00 0.00 0.00
H -5.414284 5.320808 8.835653 0.00 0.00 0.00
H -4.192331 6.510574 7.046310 0.00 -0.01 0.00
H -3.266447 5.270355 5.147401 -0.01 0.00 0.01
```
Positions in Å, forces in eV/Å.

---

Entry 2:
# C20H40NOP3STi

A molecular structure, C20H40NOP3STi (the ωB97M-V functional and the def2-TZVPD basis, the OMol25 dataset).

Its highest occupied orbital energy (spin up / spin down) is -15.716 / -16.381 eV. The expectation value of S² is 0.7867. The charge is +3. The spin multiplicity is 2. The value obtained for the orbital gap (spin up / spin down) is 2.728 / 6.283 eV. The calculation puts the relative energy (zero: lowest compared OMol25 entry of this formula, charge and spin) at 0.0 kcal per mole.

Structure (XYZ):
```
67
Properties=species:S:1:pos:R:3:forces:R:3
Ti 0.723514 1.314897 -0.900136 0.31 0.23 -0.43
P 1.339075 2.928262 0.833293 0.63 1.07 0.85
P -1.770665 1.699460 -0.711871 -0.86 0.16 0.43
P 2.890309 0.054161 -1.479072 0.89 -0.40 -0.65
H -1.531903 -3.165904 -2.951947 0.15 0.04 0.46
C -1.384200 -3.117300 -1.860649 -0.08 1.23 -0.47
C -2.670558 -2.945662 -1.163964 0.81 -0.96 -0.45
H -3.586318 -2.852593 -1.743162 0.02 0.19 0.27
C 0.779343 4.619391 0.458566 -0.22 0.17 -0.15
C 0.838730 2.680156 2.569040 -0.13 -0.33 -0.01
C 3.152379 3.117077 0.929786 0.15 -0.13 -0.12
C -2.815475 0.551163 -1.664680 -0.06 -0.04 -0.40
C -2.505767 1.631055 0.959542 0.13 -0.20 0.12
C -2.282373 3.338759 -1.324233 0.11 0.10 -0.38
C 2.453542 -1.426347 -2.450644 -0.33 -0.04 -0.02
C 4.073609 -0.634697 -0.271488 -0.19 0.11 0.37
C 3.974520 0.973648 -2.619094 -0.09 0.20 0.05
H -0.788061 -3.985611 -1.531753 -0.19 0.34 0.24
H -2.722324 -3.113819 -0.090381 -0.23 0.21 -0.12
H 1.547034 5.141627 -0.127731 -0.23 -0.15 0.19
H 0.608572 5.161809 1.398698 0.10 -0.10 -0.26
H -0.153335 4.601281 -0.118386 0.26 0.10 0.16
H 1.493858 3.284365 3.212203 -0.24 -0.12 -0.16
H 0.929586 1.621939 2.845338 -0.09 0.43 0.12
H -0.203679 2.994051 2.704034 0.26 -0.08 0.03
H 3.391264 3.851937 1.712556 -0.02 -0.19 -0.23
H 3.536616 3.475027 -0.035347 -0.08 -0.07 0.24
H 3.643709 2.164733 1.168453 -0.07 0.25 0.02
H -3.869600 0.825271 -1.512974 0.27 -0.11 -0.08
H -2.677526 -0.504505 -1.386677 0.01 0.29 0.07
H -2.565938 0.657423 -2.728602 -0.17 -0.07 0.15
H -3.597423 1.551982 0.864734 0.25 0.12 0.09
H -2.250511 2.537403 1.522259 -0.11 -0.21 -0.13
H -2.131406 0.759087 1.509608 -0.15 0.20 -0.05
H -3.303493 3.266184 -1.722115 0.22 0.11 0.15
H -1.612014 3.667465 -2.128924 -0.22 -0.03 0.12
H -2.259653 4.081000 -0.517158 -0.05 -0.23 -0.17
H 3.370213 -1.963063 -2.734553 -0.30 0.14 0.03
H 1.907208 -1.127725 -3.355290 0.16 -0.13 0.13
H 1.812193 -2.088739 -1.854418 0.19 0.03 -0.13
H 4.732329 -1.348773 -0.784321 -0.15 0.23 0.14
H 3.534998 -1.146456 0.536245 0.36 -0.04 -0.30
H 4.678534 0.171206 0.163518 -0.07 -0.21 -0.10
H 4.810078 0.332067 -2.931370 -0.20 0.18 0.10
H 4.364693 1.863134 -2.107604 -0.01 -0.19 -0.19
H 3.412700 1.297917 -3.503907 0.14 -0.05 0.19
C 1.182200 3.184201 -3.331945 0.44 1.22 -2.03
C 1.451130 4.566083 -3.284025 0.00 -0.69 0.10
C 1.773816 5.238508 -4.461075 -0.12 -0.03 -0.07
C 1.800949 4.560926 -5.684674 0.02 -0.05 0.16
C 1.487743 3.199375 -5.736603 -0.14 -0.04 0.08
C 1.155708 2.508960 -4.573217 0.11 0.21 0.73
O 0.989773 2.492658 -2.194765 -0.65 -1.40 1.39
H -0.747925 -2.164963 -1.646160 -0.61 -1.40 -0.29
H 1.416383 5.071538 -2.318539 0.10 -0.03 -0.35
H 2.002923 6.304411 -4.423515 -0.08 -0.32 -0.02
H 2.062946 5.095736 -6.599600 -0.09 -0.18 0.32
H 1.497005 2.662839 -6.686794 -0.03 0.23 0.26
H 0.886924 1.448478 -4.581803 0.15 0.28 -0.13
S 1.287017 -1.741107 2.697678 -0.85 0.60 -1.03
C -0.183326 -2.164846 1.883331 -0.09 0.44 -0.48
C -0.459538 -1.303075 0.852823 0.90 -0.19 0.54
N 0.517506 -0.325572 0.662301 0.46 0.08 0.98
C 1.465943 -0.424043 1.612277 -0.72 -0.56 -0.36
H -0.792780 -3.013819 2.162842 0.19 0.06 0.22
H -1.334099 -1.343873 0.199927 0.48 0.13 0.43
H 2.304873 0.269970 1.715047 -0.36 -0.36 -0.20
```
Positions in Å, forces in eV/Å.

---

no.,largest force on an atom (eV/A)
1,0.549
2,2.407